{
  "formula": "C33H75HgN6O11",
  "method": "the ωB97M-V functional and the def2-TZVPD basis",
  "orbital_gap_ha": 0.193,
  "total_charge": -1,
  "e_above_lowest_kj_mol": 65.11,
  "e_tot_ha": -2611.82194,
  "elements": ["Hg", "C", "C", "C", "O", "H", "H", "H", "H", "H", "H", "H", "C", "C", "C", "O", "C", "C", "C", "O", "O", "O", "H", "H", "C", "C", "C", "O", "C", "N", "H", "H", "H", "H", "H", "H", "H", "H", "H", "H", "H", "C", "C", "C", "O", "C", "N", "H", "H", "H", "H", "H", "H", "H", "H", "H", "H", "H", "C", "C", "C", "O", "C", "N", "H", "H", "H", "H", "H", "H", "H", "H", "H", "H", "H", "C", "C", "C", "O", "C", "N", "H", "H", "H", "H", "H", "H", "H", "H", "H", "H", "H", "C", "C", "C", "O", "C", "N", "H", "H", "H", "H", "H", "H", "H", "H", "H", "H", "H", "C", "C", "C", "O", "C", "N", "H", "H", "H", "H", "H", "H", "H", "H", "H", "H", "H"],
  "coordinates": [[0.81986, 2.53561, -1.68776], [-0.97394, -1.29136, 0.19221], [0.14154, -0.23862, 0.23979], [1.36662, -0.66142, 1.04410], [0.42932, 0.29068, -1.01100], [-0.99363, -1.74219, 1.18671], [-0.81594, -2.09416, -0.52990], [-1.93806, -0.80073, 0.05069], [-0.35264, 0.52460, 0.88328], [1.14352, -0.76222, 2.10938], [2.11719, 0.12720, 1.01354], [1.90382, -1.52204, 0.63068], [0.04661, 5.09989, 1.91342], [0.84645, 5.35376, 3.08128], [2.31405, 4.80315, 3.13899], [3.01362, 5.17231, 4.06027], [2.73047, 3.93997, 2.08098], [1.91940, 3.64776, 1.01213], [0.54351, 4.26004, 0.95090], [-0.19183, 3.92911, -0.05594], [2.35113, 2.81358, 0.13194], [0.50528, 6.09244, 3.98327], [-0.93034, 5.54244, 1.80026], [3.72890, 3.52274, 2.13957], [-6.22828, -1.46873, -4.46751], [-5.35276, -2.57394, -5.07050], [-4.27109, -2.90981, -4.03077], [-3.45109, -1.80422, -3.75121], [-2.28259, -2.12778, -3.04940], [-6.20132, -3.75807, -5.22531], [-6.53634, -1.75604, -3.45517], [-7.16672, -1.48284, -5.02929], [-5.78962, -0.47930, -4.37699], [-4.91301, -2.25811, -6.01463], [-3.71600, -3.78336, -4.41224], [-4.77001, -3.17798, -3.08520], [-1.63384, -1.27771, -2.83859], [-1.63601, -2.82725, -3.59742], [-2.56134, -2.59441, -2.09726], [-6.72260, -4.00393, -4.38845], [-5.56540, -4.55376, -5.30791], [-3.86552, 1.26712, -1.99596], [-2.65422, 1.78231, -2.77871], [-2.99752, 2.93886, -3.69369], [-3.93994, 2.54200, -4.65887], [-3.46786, 1.71454, -5.69238], [-1.57770, 2.19862, -1.81798], [-3.52676, 0.72254, -1.11490], [-4.47902, 0.60088, -2.60821], [-4.57519, 2.05729, -1.73596], [-2.16438, 0.95206, -3.29600], [-2.08945, 3.34348, -4.16949], [-3.39161, 3.81590, -3.17453], [-2.70463, 2.20467, -6.30364], [-4.34057, 1.43534, -6.27712], [-3.04846, 0.78331, -5.29363], [-2.00799, 2.95577, -1.27052], [-1.58970, 1.46859, -1.10026], [1.76937, -3.34207, -2.06622], [2.37486, -2.24735, -2.96366], [3.10306, -2.77421, -4.19604], [4.22279, -3.58844, -3.95038], [5.24866, -2.97059, -3.22902], [1.39825, -1.23631, -3.36232], [1.27500, -2.79395, -1.26517], [2.51532, -4.04596, -1.69863], [1.00328, -3.88831, -2.62994], [3.08383, -1.75066, -2.29273], [3.31437, -1.88147, -4.79895], [2.41361, -3.41407, -4.75414], [5.70012, -2.16298, -3.81120], [5.97742, -3.70645, -2.89024], [4.94139, -2.53969, -2.26609], [1.02362, -0.80556, -2.50263], [0.60711, -1.73412, -3.77267], [6.08619, 1.19090, 0.83342], [5.32600, -0.09737, 0.49381], [4.88327, -0.86473, 1.73401], [5.99844, -1.09494, 2.58897], [5.67286, -1.87353, 3.70922], [4.20072, 0.27815, -0.32629], [6.89039, 1.08214, 1.56031], [5.36780, 1.90867, 1.24225], [6.53755, 1.59632, -0.07205], [6.08226, -0.71761, -0.00258], [4.56794, -1.86007, 1.38172], [4.12466, -0.35571, 2.34361], [6.52683, -2.43761, 4.08514], [4.89925, -2.63765, 3.56263], [5.31426, -1.17417, 4.47066], [3.53606, -0.46512, -0.49870], [3.68243, 1.02512, 0.13140], [0.77200, 1.44375, 3.89074], [1.85824, 0.77018, 4.71382], [3.16696, 1.53313, 4.77136], [4.14813, 0.79319, 5.49813], [5.40343, 1.45081, 5.44937], [1.38033, 0.63516, 6.13809], [-0.14302, 0.86359, 3.83273], [1.11904, 1.66178, 2.87278], [0.56419, 2.45815, 4.24860], [1.92005, -0.26507, 4.36591], [3.04050, 2.50668, 5.26129], [3.54627, 1.74634, 3.76011], [6.00028, 1.17420, 4.57484], [6.07482, 1.17178, 6.26927], [5.17180, 2.50525, 5.61748], [1.88979, -0.17069, 6.48928], [1.71695, 1.41797, 6.68842], [-6.06619, -0.11657, 0.80548], [-5.55627, -0.51400, 2.18469], [-4.10438, -0.97530, 2.18692], [-3.60163, -0.98674, 3.48851], [-2.22007, -1.30311, 3.55211], [-5.75666, 0.68161, 3.01547], [-5.92327, -0.91150, 0.06612], [-5.46976, 0.72382, 0.43436], [-7.09501, 0.23081, 0.77528], [-6.21408, -1.27356, 2.61380], [-3.53243, -0.27455, 1.56005], [-4.09927, -1.96445, 1.70246], [-1.88909, -1.15112, 4.57198], [-1.71050, -0.63946, 2.83933], [-2.04170, -2.29796, 3.12166], [-5.16063, 1.46031, 2.73137], [-5.36408, 0.50638, 3.94161]],
  "mulliken_charge": [1.280, 0.052, 0.205, -0.335, 0.509, 0.125, -0.105, -0.564, 0.070, 0.211, -0.698, 0.353, -1.034, 0.453, 0.208, -0.697, -0.767, 0.630, 1.013, -0.789, -1.066, -0.667, 0.445, 0.462, -1.241, 0.588, -0.727, -0.060, -0.532, -0.781, 0.290, 0.417, 0.131, 0.277, 0.251, 0.291, -0.213, 0.382, 0.352, 0.284, 0.283, -0.469, 0.644, -0.790, -0.368, -0.581, -0.083, -0.201, 0.019, 0.486, -0.179, 0.377, 0.401, 0.344, 0.236, 0.174, 0.268, -0.380, -1.013, 1.658, -0.969, -0.343, -0.410, -0.547, 0.133, 0.317, 0.337, -0.759, 0.382, 0.310, 0.298, 0.308, 0.004, -0.180, 0.238, -1.178, 0.370, 0.205, -0.449, -0.632, -0.261, 0.383, 0.039, 0.368, 0.296, 0.443, -0.156, 0.263, 0.316, 0.155, 0.014, -0.249, -0.833, 0.827, -0.436, -0.498, -0.647, -0.835, -0.291, 0.018, 0.441, 0.142, 0.705, -0.092, 0.153, 0.255, 0.376, 0.308, 0.337, -1.118, 0.330, 0.111, -0.427, -0.048, -0.816, 0.284, 0.059, 0.433, 0.337, -0.161, 0.261, 0.375, -0.367, 0.336, 0.266, 0.342]
}